# 1
{"formula": "C29H34ClI2N4O2PbS2", "method": "wB97M-V/def2-TZVPD", "symbols": ["Pb", "Cl", "C", "C", "C", "C", "O", "C", "C", "N", "C", "C", "C", "C", "C", "C", "C", "C", "N", "C", "C", "H", "H", "H", "H", "H", "H", "H", "H", "H", "H", "I", "C", "I", "H", "H", "N", "C", "S", "C", "C", "C", "N", "C", "C", "H", "H", "H", "H", "H", "H", "C", "S", "C", "H", "H", "H", "H", "H", "H", "C", "C", "O", "C", "C", "H", "H", "H", "H", "H", "H", "H", "H", "H", "H"], "xyz": [[0.546, -1.502, 0.734], [-1.277, 1.276, 7.540], [-0.754, 0.351, 6.166], [-0.918, -1.047, 6.165], [-0.514, -1.796, 5.095], [0.052, -1.203, 3.936], [0.403, -1.964, 2.949], [0.225, 0.207, 3.962], [0.881, 0.941, 2.932], [1.174, 0.541, 1.739], [1.938, 1.382, 0.892], [1.790, 2.736, 0.801], [2.618, 3.499, -0.057], [3.588, 2.898, -0.802], [3.756, 1.491, -0.740], [4.754, 0.801, -1.467], [4.863, -0.551, -1.351], [3.933, -1.235, -0.542], [2.983, -0.638, 0.134], [2.910, 0.728, 0.081], [-0.171, 0.958, 5.098], [-1.360, -1.525, 7.030], [-0.623, -2.873, 5.095], [1.200, 1.949, 3.212], [1.024, 3.234, 1.384], [2.481, 4.571, -0.104], [4.242, 3.479, -1.438], [5.427, 1.360, -2.106], [5.623, -1.108, -1.881], [3.976, -2.317, -0.480], [-0.016, 2.030, 5.106], [-1.312, -4.658, -0.658], [0.367, -5.824, -0.123], [2.156, -4.711, 0.011], [0.520, -6.584, -0.877], [0.184, -6.249, 0.854], [2.417, 2.778, -5.347], [2.171, 1.460, -5.413], [2.484, 0.555, -6.741], [1.584, 0.872, -4.156], [0.868, 1.634, -3.243], [0.373, 1.027, -2.100], [0.540, -0.264, -1.831], [1.202, -1.001, -2.729], [1.736, -0.482, -3.892], [2.777, 3.239, -6.166], [2.268, 3.319, -4.514], [0.651, 2.681, -3.405], [-0.185, 1.604, -1.375], [1.312, -2.057, -2.497], [2.267, -1.111, -4.594], [-4.567, 1.532, -1.850], [-3.030, 0.599, -1.925], [-3.589, -0.830, -2.866], [-4.885, 1.844, -2.844], [-4.386, 2.419, -1.246], [-5.357, 0.943, -1.384], [-4.399, -1.343, -2.347], [-2.743, -1.510, -2.963], [-3.921, -0.542, -3.863], [-3.626, -2.223, 0.847], [-2.653, -1.787, 1.926], [-1.955, -0.585, 1.583], [-2.812, 0.557, 1.641], [-2.057, 1.803, 1.251], [-3.981, -3.232, 1.061], [-3.131, -2.222, -0.127], [-4.500, -1.574, 0.779], [-1.888, -2.548, 2.087], [-3.163, -1.637, 2.882], [-3.207, 0.649, 2.660], [-3.654, 0.411, 0.961], [-1.322, 2.081, 2.004], [-2.755, 2.635, 1.148], [-1.553, 1.660, 0.294]], "forces_ev_per_angstrom": [[-0.2568, -0.0035, 0.3649], [0.0274, -0.0452, -0.0603], [-0.0723, -0.1369, 0.1086], [-0.0079, 0.0718, 0.0787], [-0.0104, -0.0102, -0.0877], [-0.0285, -0.0548, 0.0725], [0.0697, 0.0330, -0.1894], [-0.0126, 0.1450, -0.0161], [0.0537, 0.0345, 0.0980], [0.0714, 0.1453, -0.3186], [-0.0810, -0.2362, 0.0776], [-0.0216, 0.1990, -0.0634], [-0.0934, -0.0435, 0.0847], [0.0220, -0.0927, -0.0065], [0.0944, 0.0991, -0.1024], [0.0140, 0.0907, -0.0442], [-0.0499, -0.0898, 0.0337], [-0.0016, 0.0298, -0.1136], [0.1224, 0.1226, 0.0562], [-0.0607, -0.2294, 0.0948], [0.0460, 0.0187, -0.1083], [-0.0036, 0.0054, -0.0053], [-0.0096, 0.0056, 0.0201], [0.0061, -0.0116, 0.0271], [0.0081, 0.0097, -0.0055], [-0.0084, -0.0008, 0.0101], [0.0087, -0.0074, -0.0049], [-0.0002, 0.0057, 0.0097], [0.0011, -0.0002, 0.0061], [-0.0182, 0.0090, 0.0143], [0.0131, -0.0118, -0.0048], [-0.1003, -0.0330, -0.0326], [-0.0307, 0.0061, 0.0129], [0.2840, -0.0194, 0.0309], [-0.0480, -0.0333, 0.0046], [-0.0254, -0.0510, -0.0178], [0.0042, -0.0034, -0.1583], [-0.0541, -0.0179, 0.3223], [-0.0231, -0.0036, -0.0212], [0.0480, 0.1047, -0.2785], [-0.0391, 0.0375, 0.0640], [-0.0073, 0.0131, -0.0479], [0.0138, 0.1016, -0.0139], [-0.0105, 0.0118, 0.0721], [0.0658, -0.1548, 0.0314], [0.0104, 0.0080, 0.0160], [0.0135, -0.0041, 0.0497], [0.0097, 0.0144, -0.0137], [0.0069, 0.0172, -0.0196], [0.0133, 0.0117, 0.0081], [-0.0326, 0.0158, 0.0230], [-0.0731, -0.0073, 0.0017], [0.0176, -0.0590, -0.0666], [-0.0059, -0.0212, -0.0191], [0.0065, -0.0035, -0.0019], [0.0075, -0.0038, -0.0071], [0.0079, 0.0056, 0.0075], [0.0133, 0.0041, 0.0065], [0.0007, 0.0171, 0.0005], [0.0050, 0.0141, 0.0036], [-0.0596, -0.0728, -0.0163], [-0.0340, 0.0627, -0.0318], [0.0661, -0.0488, -0.0290], [-0.0247, 0.0362, -0.0167], [0.0558, 0.0614, 0.0100], [0.0033, 0.0171, -0.0111], [-0.0148, 0.0065, 0.0050], [0.0255, 0.0016, 0.0196], [0.0040, 0.0095, -0.0141], [-0.0026, -0.0120, 0.0297], [0.0288, -0.0350, 0.0212], [0.0313, 0.0109, -0.0149], [0.0440, -0.0229, 0.0460], [0.0013, -0.0208, -0.0049], [-0.0239, -0.0123, 0.0245]], "e_lumo_ev": -3.134, "charge": 1, "largest_force_ev_per_a": 0.4, "multiplicity": 1, "e_homo_ha": -0.3742, "e_tot_ev": -96318.33696}

# 2
{"formula": "C38H30BF3O4S", "method": "wB97M-V/def2-TZVPD", "symbols": ["C", "O", "C", "C", "C", "C", "C", "C", "C", "C", "C", "O", "C", "C", "C", "C", "C", "C", "C", "C", "C", "C", "H", "H", "H", "H", "H", "H", "H", "H", "H", "H", "H", "H", "H", "H", "H", "H", "H", "C", "C", "C", "C", "C", "B", "C", "C", "C", "C", "C", "F", "F", "F", "C", "C", "O", "C", "C", "C", "C", "C", "C", "O", "S", "H", "H", "H", "H", "H", "H", "H", "H", "H", "H", "H", "H", "H"], "xyz": [[-5.663, 1.016, 4.060], [-4.400, 1.689, 4.273], [-3.281, 1.256, 3.622], [-2.103, 2.037, 3.779], [-0.904, 1.588, 3.290], [-0.757, 0.315, 2.638], [0.513, -0.119, 2.152], [0.646, -1.285, 1.289], [1.007, -1.212, -0.087], [0.949, -2.322, -0.914], [0.637, -3.575, -0.371], [0.850, -4.750, -1.098], [0.299, -4.887, -2.379], [1.087, -5.473, -3.377], [0.572, -5.600, -4.665], [-0.747, -5.229, -4.926], [-1.550, -4.713, -3.910], [-1.028, -4.531, -2.630], [0.291, -3.695, 0.982], [0.197, -2.552, 1.752], [-1.992, -0.377, 2.384], [-3.206, 0.056, 2.883], [-6.404, 1.585, 4.629], [-5.919, 1.034, 3.000], [-5.623, -0.008, 4.433], [-2.173, 2.974, 4.327], [-0.014, 2.211, 3.393], [1.360, 0.571, 2.238], [1.265, -0.244, -0.517], [1.195, -2.265, -1.978], [2.094, -5.793, -3.133], [1.203, -5.996, -5.459], [-1.155, -5.333, -5.922], [-2.583, -4.434, -4.093], [-1.625, -4.125, -1.817], [0.069, -4.672, 1.413], [-0.230, -2.595, 2.750], [-1.986, -1.256, 1.748], [-4.104, -0.544, 2.714], [6.528, 0.237, 9.224], [5.904, -0.216, 7.957], [6.387, -1.181, 7.099], [5.558, -1.387, 5.932], [4.473, -0.549, 5.877], [3.247, -0.576, 4.790], [3.937, -0.145, 3.382], [4.604, 1.071, 3.363], [5.258, 1.480, 2.197], [5.233, 0.639, 1.102], [5.910, 1.056, -0.165], [6.935, 0.201, -0.483], [5.018, 1.029, -1.210], [6.432, 2.313, -0.104], [4.599, -0.606, 1.123], [3.938, -1.001, 2.297], [2.738, -1.966, 4.780], [1.536, -1.872, 5.369], [1.210, -0.509, 5.646], [-0.077, -0.120, 6.009], [-1.067, -1.090, 5.913], [-0.764, -2.432, 5.633], [0.545, -2.865, 5.416], [2.152, 0.332, 5.171], [4.410, 0.417, 7.327], [7.459, -0.313, 9.382], [6.760, 1.305, 9.186], [5.870, 0.058, 10.079], [7.298, -1.733, 7.305], [5.791, -2.131, 5.187], [4.642, 1.691, 4.259], [5.776, 2.441, 2.153], [4.615, -1.247, 0.247], [3.448, -1.974, 2.333], [-0.251, 0.921, 6.256], [-2.106, -0.786, 6.078], [-1.576, -3.166, 5.611], [0.822, -3.903, 5.253]], "forces_ev_per_angstrom": [[0.3163, 0.1583, 0.0849], [1.1014, -0.3405, -0.9917], [-0.3723, -0.0516, 0.9227], [-0.2637, -0.0427, -0.0231], [0.4322, -0.0942, 0.2214], [0.3189, -0.0141, -0.2493], [-1.7553, 0.8347, -0.8299], [-0.6519, -1.3423, -0.5011], [0.1017, 0.5598, 0.6328], [-0.0156, -0.3174, -0.0173], [0.6238, -0.6033, 0.0037], [-0.5372, 0.6148, 0.1646], [-0.0776, 0.0032, -0.0597], [-0.1489, 0.4018, 0.2876], [-0.2219, -0.0401, 0.2643], [-0.0029, 0.1049, 0.0935], [0.3006, 0.0236, 0.2231], [0.4131, -0.0460, 0.0328], [-0.1305, -0.1492, -0.5915], [0.0766, 0.8893, 0.2288], [0.0051, -0.0277, 0.1736], [-0.0212, -0.1324, -0.1842], [0.2875, -0.1098, -0.1425], [-0.0197, -0.0397, 0.0309], [0.0287, 0.0452, -0.0320], [0.0140, -0.1628, -0.1852], [-0.1918, -0.2281, 0.1938], [-0.1285, -0.2099, 0.1547], [0.1242, -0.2329, 0.1109], [-0.0575, 0.1355, 0.4107], [-0.0558, 0.1093, -0.0378], [-0.1838, 0.0348, 0.1910], [0.0308, -0.0321, -0.0124], [0.1294, -0.0712, -0.0965], [0.0285, -0.0328, -0.1881], [0.0030, 0.2712, -0.2324], [0.3935, -0.2016, 0.1204], [0.0661, -0.0023, 0.2123], [0.3739, 0.2594, -0.0304], [0.0102, 0.1653, 0.2397], [-0.1472, -0.8209, -1.1487], [-0.6647, 0.4084, 0.0359], [0.2580, 0.7988, 0.8963], [-0.1553, -0.4081, 0.6835], [2.7886, 0.3872, -0.0773], [-0.8962, -0.4662, 1.3306], [0.4358, 0.4032, -0.9509], [-0.2574, 0.2572, 0.8366], [0.1028, -0.2239, -0.6106], [0.1685, -0.1275, -0.1164], [-0.7293, 0.7829, -0.1156], [0.8429, 0.0989, 0.3503], [-0.3029, -0.9021, -0.3130], [-0.2290, 0.1029, 0.5981], [0.5902, 0.3169, -1.3671], [-0.9011, -0.3033, 0.1978], [-0.9474, 0.4411, -0.6025], [-0.8344, -0.4482, -0.7664], [0.9277, -0.3081, -0.2869], [-0.6122, -0.3797, 0.3084], [-0.5732, -0.0213, 0.3032], [0.6756, 0.7651, 0.1697], [-0.4024, -0.2306, 0.6543], [0.5704, -0.1884, -0.2908], [-0.0665, 0.0699, 0.0478], [0.0130, -0.0632, 0.1130], [0.0985, 0.0631, 0.0044], [-0.0474, 0.0553, -0.0392], [-0.0587, -0.0218, -0.2113], [-0.0634, -0.1569, -0.1978], [-0.1489, -0.3623, -0.0284], [0.0581, 0.0772, 0.0362], [0.0539, 0.2209, 0.1532], [-0.2297, -0.0616, -0.1484], [0.2846, -0.2707, 0.0626], [0.2588, 0.2707, 0.0613], [-0.2039, 0.1589, -0.1649]], "e_lumo_ev": -3.014, "largest_force_ev_per_a": 2.8, "multiplicity": 1, "e_homo_ha": -0.2458, "e_tot_ev": -67746.32815}

# 3
{"formula": "C2H8N4S", "method": "wB97M-V/def2-TZVPD", "symbols": ["C", "C", "N", "N", "N", "N", "S", "H", "H", "H", "H", "H", "H", "H", "H"], "xyz": [[-0.452, 1.000, 2.726], [-2.309, 1.019, 3.654], [-1.496, 0.241, 2.933], [-0.592, 2.246, 3.279], [-1.814, 2.247, 3.907], [2.016, -3.609, -6.805], [0.304, 3.711, 3.174], [0.323, 0.717, 2.004], [1.982, -3.367, -7.781], [-3.359, 0.716, 3.906], [-1.977, 3.066, 4.564], [2.042, -4.645, -6.601], [1.147, -3.342, -6.295], [2.943, -3.182, -6.682], [1.242, 3.183, 4.017]], "forces_ev_per_angstrom": [[0.5585, 1.4321, -1.0106], [-2.2860, -0.2078, 0.7063], [-0.7180, 0.8195, 0.8442], [-0.1310, -0.9278, -0.3614], [0.9779, -0.2578, -0.0890], [-0.0887, -1.5068, 0.3865], [0.7347, -0.8222, 0.4677], [0.0572, 0.4491, 0.7555], [-1.2493, -0.6503, -1.1300], [1.3219, 0.4342, 0.0958], [-0.3669, -1.5719, -1.0524], [0.5209, 1.0185, -0.8902], [1.1690, 0.9636, -0.2376], [-0.3325, 0.1303, 1.7937], [-0.1676, 0.6971, -0.2786]], "e_lumo_ev": -6.026, "charge": 2, "largest_force_ev_per_a": 2.4, "multiplicity": 1, "e_homo_ha": -0.6068, "e_tot_ev": -18982.16424}

# 4
{"formula": "C2HClF2S", "method": "wB97M-V/def2-TZVPD", "symbols": ["C", "C", "F", "F", "S", "Cl", "H"], "xyz": [[0.264, 0.680, -0.373], [-0.098, -0.619, 0.247], [-0.824, -1.378, -0.634], [-0.877, -0.368, 1.340], [1.154, 0.864, -1.637], [-0.469, 2.088, 0.397], [0.849, -1.267, 0.660]], "forces_ev_per_angstrom": [[-0.6253, 1.5495, 0.4654], [1.0620, -2.3552, 1.9720], [0.5071, 0.4704, 0.5480], [0.0498, -0.6873, -0.2776], [1.0822, -0.2310, -1.3237], [0.1142, -0.3761, -0.0376], [-2.1899, 1.6297, -1.3464]], "e_lumo_ev": -1.191, "smiles": "FC(F)C(=S)Cl", "largest_force_ev_per_a": 3.3, "multiplicity": 1, "e_homo_ha": -0.3616, "e_tot_ev": -30881.69623}

Record-wise relative energy (zero: lowest compared OMol25 entry of this formula, charge and spin) values, in kJ/mol: 61.5 46.0 0.0 34.1